# 1
Computed, not measured: the ion C3H9N2O with charge +1 at a distorted geometry, with the ωB97M-V functional and the def2-TZVPD basis.

As for the charge: +1. The value obtained for the HOMO-LUMO gap is 0.4320 Eh.

```
15
Properties=species:S:1:pos:R:3:forces:R:3
C 0.637 1.135 0.128 -0.641 0.216 2.179
C -0.755 0.494 -0.184 1.854 1.422 -2.931
C -0.652 -0.974 0.224 -1.844 -1.109 -0.060
N -1.674 -1.537 0.951 1.466 0.689 -1.168
O 0.305 -1.623 -0.215 -0.557 -0.141 0.457
N 1.646 0.396 -0.650 2.601 0.383 -1.083
H 0.950 2.163 -0.055 -1.510 0.375 0.007
H 0.567 1.015 1.275 1.732 -0.109 -1.610
H -0.820 0.577 -1.362 -0.623 -0.582 2.267
H -1.458 1.164 0.269 -0.877 -0.247 0.258
H -1.948 -2.512 0.926 0.765 -0.009 -0.012
H -2.395 -0.928 1.233 -0.839 0.678 0.283
H 1.751 0.802 -1.657 -0.498 -0.941 2.230
H 2.634 0.427 -0.245 -1.728 -0.184 -0.496
H 1.211 -0.602 -0.636 0.699 -0.441 -0.320
```
Positions in Å, forces in eV/Å.

# 2
Computed, not measured: a cluster of 2 separate species, C3H9N2O in total at a distorted geometry, with the ωB97M-V functional and the def2-TZVPD basis.

As for the charge: +1. The value obtained for the HOMO-LUMO gap is 0.3274 Eh.

```
15
Properties=species:S:1:pos:R:3:forces:R:3
C 1.731 0.235 0.180 -0.282 -0.271 1.498
C -1.895 -1.144 -0.435 -0.695 1.718 -2.613
C -1.175 -0.047 0.246 -0.256 -0.620 -0.413
N 2.495 1.085 -0.424 0.336 -1.002 -0.215
N -1.793 1.019 0.624 1.371 1.444 0.433
O 2.546 -0.776 0.404 2.011 -2.131 -0.123
H -1.462 -1.276 -1.456 0.249 0.199 0.657
H -2.973 -1.089 -0.692 0.440 0.387 0.891
H -1.656 -2.025 0.042 0.378 -2.148 1.232
H -0.026 -0.170 0.315 -1.054 0.856 0.582
H 2.197 1.972 -0.654 -0.508 1.930 -0.911
H 3.395 0.687 -0.641 0.710 0.782 -0.235
H 2.668 -1.454 1.088 -1.503 0.648 -0.117
H -2.749 1.117 0.296 -0.083 0.333 0.542
H -1.304 1.864 1.107 -1.113 -2.124 -1.208
```
Positions in Å, forces in eV/Å.

# 3
Computed, not measured: a cluster of 2 separate species, C3H9N2O2 in total at a distorted geometry, with the ωB97M-V functional and the def2-TZVPD basis.

As for the charge: +1. The value obtained for the HOMO-LUMO gap is 0.3064 Eh.

```
16
Properties=species:S:1:pos:R:3:forces:R:3
C 0.412 -0.102 2.168 2.284 -0.032 -1.571
C -1.894 0.611 -1.275 -1.314 -0.391 1.330
C 0.633 -1.219 1.466 1.787 -0.238 -0.679
N -0.433 0.520 -0.989 2.398 -1.775 -1.593
N 0.402 -0.457 -1.003 -0.570 3.479 0.136
O 0.015 -1.592 -1.449 -2.652 0.088 -0.603
O 0.203 1.715 -0.743 0.367 -0.499 0.644
H 1.025 0.818 2.102 0.074 -0.971 0.326
H 0.693 -2.219 -1.231 1.071 -0.723 0.244
H -0.311 -0.089 2.900 -2.146 0.285 1.028
H -2.281 1.291 -2.074 1.407 -0.796 -0.070
H -2.242 1.188 -0.378 0.023 -1.005 -0.375
H -2.352 -0.451 -1.349 1.019 1.925 0.222
H -0.130 -1.980 1.352 0.100 -0.309 0.737
H 1.636 -1.496 0.927 -1.967 1.065 0.837
H 1.165 1.532 -0.450 -1.880 -0.104 -0.614
```
Positions in Å, forces in eV/Å.

# 4
Computed, not measured: the ion C3H9N2O2 with charge +1 at a distorted geometry, with the ωB97M-V functional and the def2-TZVPD basis.

As for the charge: +1. The value obtained for the HOMO-LUMO gap is 0.4095 Eh.

```
16
Properties=species:S:1:pos:R:3:forces:R:3
C -0.329 -0.419 -0.239 0.729 -0.869 0.734
C 0.714 0.679 0.103 -0.809 1.468 -1.440
C 0.168 -1.863 0.145 -2.469 1.773 2.746
N 1.954 0.610 -0.385 -1.722 -1.694 0.455
N 0.182 1.785 0.582 -4.633 -3.309 -0.439
O -1.548 -0.230 0.396 -0.544 -1.028 2.260
O -2.329 0.804 -0.149 -1.814 -0.086 -1.531
H -0.630 -0.309 -1.251 0.816 -0.031 -1.593
H 1.208 -1.924 0.100 1.633 -0.387 0.059
H -0.309 -2.535 -0.473 -0.664 -1.478 -1.696
H -0.251 -2.191 1.194 1.143 1.147 -1.723
H 2.551 1.398 -0.570 0.097 0.041 0.128
H 2.068 -0.285 -0.859 0.939 0.615 -0.010
H -3.206 0.363 -0.461 2.172 0.718 0.857
H 0.674 2.414 1.091 1.868 2.605 1.485
H -0.918 1.702 0.774 3.259 0.517 -0.290
```
Positions in Å, forces in eV/Å.

# 5
Computed, not measured: a structure of composition C3H9N2O2 at a distorted geometry, with the ωB97M-V functional and the def2-TZVPD basis.

As for the charge: +1. The value obtained for the HOMO-LUMO gap (alpha / beta) is 0.3947 / 0.3947 Eh.

```
16
Properties=species:S:1:pos:R:3:forces:R:3
C 0.930 -0.794 -0.048 5.883 4.175 0.730
C -1.976 0.878 0.522 -0.139 -0.660 -0.249
C -1.357 -0.088 -0.424 -0.448 1.095 1.553
N 0.054 0.062 -0.278 -0.127 -0.313 -0.105
N 1.276 -2.007 0.059 -0.449 -0.732 -0.064
O 2.271 1.467 -0.045 1.847 1.289 -2.845
O 2.489 0.172 0.285 -2.969 -3.229 -0.322
H -1.715 1.858 0.361 0.349 2.465 -1.013
H -2.998 0.749 0.545 -2.445 0.106 -0.612
H -1.777 0.769 1.525 1.231 -1.010 2.396
H -1.675 -1.031 -0.098 -0.283 -1.712 -0.285
H -1.630 0.208 -1.386 -0.511 -0.211 -1.803
H 0.379 1.009 -0.142 0.594 0.777 -0.126
H 0.543 -2.664 -0.100 0.032 -1.250 0.045
H 2.269 -2.214 0.118 -0.256 -0.297 0.047
H 2.916 1.626 -0.894 -2.312 -0.493 2.654
```
Positions in Å, forces in eV/Å.

# 6
Computed, not measured: a cluster of 2 separate species, C3H9N2O2 in total at a distorted geometry, with the ωB97M-V functional and the def2-TZVPD basis.

As for the charge: +1. The value obtained for the HOMO-LUMO gap is 0.3415 Eh.

```
16
Properties=species:S:1:pos:R:3:forces:R:3
C 0.775 0.440 -1.255 0.680 1.137 -0.676
C 2.734 -1.423 2.565 0.659 -1.941 2.669
C -2.161 0.381 -1.376 2.654 -3.362 3.420
N 1.600 -0.681 0.647 -1.553 -2.497 2.851
N 1.388 0.022 -0.280 2.151 -0.752 1.079
O 2.626 -0.603 1.451 0.387 2.726 -2.779
O -1.468 1.487 -0.876 -1.052 1.011 0.424
H 0.868 0.076 -2.233 0.453 -0.863 -1.193
H -2.179 2.105 -0.780 -0.004 1.268 0.527
H 0.272 1.341 -1.070 -1.024 1.130 -0.044
H 3.679 -1.897 2.492 0.830 -1.008 -0.910
H 2.010 -2.199 2.842 -0.448 0.608 -0.939
H 2.998 -0.890 3.477 -0.990 1.138 -0.216
H -1.530 -0.038 -2.111 0.002 -0.748 -1.374
H -3.117 0.562 -1.615 -3.265 1.004 -1.714
H -2.300 -0.431 -0.550 0.522 1.148 -1.126
```
Positions in Å, forces in eV/Å.

ΔE to the lowest compared entry with this formula, charge and spin per entry: 106.89; 342.56; 772.51; 427.81; 625.29; 765.89 kJ/mol
M per entry: 89.12; 89.12; 105.12; 105.12; 105.12; 105.12 g mol⁻¹